# 1
ORCA calculation (wB97M-V/def2-TZVPD) on a cluster of 2 separate species, CH2ClOP in total at a distorted geometry.

HOMO level: -9.498 eV
M: 96.5 g/mol
Orbital gap: 10.233 eV

The geometry in ORCA input format:
```
! wB97M-V def2-TZVPD RIJCOSX def2/J DEFGRID3
* xyz 0 1
C 1.85 1.58 0.68
O 1.78 2.58 0.13
P 0.83 -0.17 -0.75
Cl 2.56 -0.80 -0.43
H 0.35 -1.09 0.18
H 0.37 -0.98 -1.90
*
```

=====

# 2
ORCA calculation (wB97M-V/def2-TZVPD) on a structure of composition CH2ClPS at a distorted geometry.

HOMO level (spin up / spin down): -8.664 / -9.582 eV
M: 112.5 g/mol
Orbital gap (spin up / spin down): 6.027 / 7.593 eV

The geometry in ORCA input format:
```
! wB97M-V def2-TZVPD RIJCOSX def2/J DEFGRID3
* xyz 0 1
C 0.73 -0.09 0.02
P 0.50 1.73 -0.27
S -0.88 0.51 0.54
Cl -2.80 -1.19 -0.20
H 1.01 -0.76 -0.85
H 1.43 -0.20 0.77
*
```

=====

# 3
ORCA calculation (wB97M-V/def2-TZVPD) on a structure of composition CH2DyO3 at a distorted geometry.

⟨S²⟩: 9.3474
HOMO level (spin up / spin down): -25.679 / -25.688 eV
M: 224.5 g/mol
Orbital gap (spin up / spin down): 7.696 / 5.089 eV

The geometry in ORCA input format:
```
! wB97M-V def2-TZVPD RIJCOSX def2/J DEFGRID3
* xyz 3 6
H -0.19 1.88 -0.15
O 0.17 -1.06 -0.08
C -0.63 0.01 0.14
O -1.78 0.12 -0.07
O 0.26 1.03 0.08
Dy 2.39 -0.05 -0.04
H -0.22 -1.92 0.11
*
```

=====

# 4
ORCA calculation (wB97M-V/def2-TZVPD) on the molecule CH2F2N2 at a distorted geometry.

HOMO level (spin up / spin down): -9.082 / -8.854 eV
M: 80.0 g/mol
Orbital gap (spin up / spin down): 8.749 / 8.803 eV

The geometry in ORCA input format:
```
! wB97M-V def2-TZVPD RIJCOSX def2/J DEFGRID3
* xyz 0 1
C 0.03 0.15 -0.05
N 0.02 1.56 -0.19
N 0.75 2.72 -0.28
F -1.32 1.91 -0.62
F -0.05 3.73 -0.74
H -0.84 -0.37 -0.49
H 0.66 -0.28 0.63
*
```

=====

# 5
ORCA calculation (wB97M-V/def2-TZVPD) on a cluster of 2 separate species, CH2F2N2O in total at a distorted geometry.

HOMO level: -10.413 eV
M: 96.0 g/mol
Orbital gap: 9.770 eV

The geometry in ORCA input format:
```
! wB97M-V def2-TZVPD RIJCOSX def2/J DEFGRID3
* xyz 0 1
C -0.05 0.46 -0.22
N -3.51 0.61 1.26
N -3.90 0.05 0.40
O -1.13 0.02 -0.10
F -4.14 0.55 -1.02
F -4.47 -1.28 0.15
H 0.31 1.60 -0.09
H 0.83 -0.22 -0.27
*
```

=====

# 6
ORCA calculation (wB97M-V/def2-TZVPD) on the molecule CH2F2N2O at a distorted geometry.

HOMO level: -9.060 eV
SMILES string: N[N+]([O-])=C(F)F
M: 96.0 g/mol
Orbital gap: 9.736 eV

The geometry in ORCA input format:
```
! wB97M-V def2-TZVPD RIJCOSX def2/J DEFGRID3
* xyz 0 1
N 1.22 -0.02 0.30
N -0.03 0.36 -0.03
O -0.20 1.61 -0.23
C -1.05 -0.40 -0.02
F -2.29 0.03 -0.16
F -1.05 -1.77 -0.10
H 1.71 -0.64 -0.30
H 1.69 0.83 0.53
*
```

=====

# 7
ORCA calculation (wB97M-V/def2-TZVPD) on a cluster of 2 separate species, CH2F2N2OP in total at a distorted geometry.

HOMO level (spin up / spin down): -15.404 / -15.405 eV
M: 127.0 g/mol
Orbital gap (spin up / spin down): 5.783 / 5.784 eV

The geometry in ORCA input format:
```
! wB97M-V def2-TZVPD RIJCOSX def2/J DEFGRID3
* xyz 1 1
C -1.61 -0.08 -0.35
N 1.48 -0.89 1.03
N 1.19 -0.22 0.17
O -0.55 0.13 -0.97
F -1.91 0.88 0.62
F -1.70 -1.29 0.16
P 2.90 0.16 -0.21
H -2.53 0.02 -1.00
H 2.73 1.28 0.54
*
```

=====

# 8
ORCA calculation (wB97M-V/def2-TZVPD) on a structure of composition CH2F2O2PS at a distorted geometry.

HOMO level: -3.210 eV
M: 147.1 g/mol
Orbital gap: 7.135 eV

The geometry in ORCA input format:
```
! wB97M-V def2-TZVPD RIJCOSX def2/J DEFGRID3
* xyz -1 1
C 0.33 0.91 0.12
O -2.43 -0.69 0.45
O -0.74 -1.36 -1.17
F 0.25 1.75 1.17
F 0.50 1.74 -1.01
P 1.69 -0.26 0.16
S -1.63 -0.28 -0.67
H 0.81 -1.12 -0.51
H 1.22 -0.69 1.47
*
```

=====

What did we get for relative energy (zero: lowest compared OMol25 entry of this formula, charge and spin)? Answer: 94.0 260.6 0.0 647.3 418.6 195.2 705.4 445.4 kJ/mol, in the order shown.